17
Properties=species:S:1:pos:R:3 method="wB97M-V/def2-TZVPD" total_energy_ha=-1775.93261 charge=-1 smiles="O=S(=O)([O-])[C@@]1(Cl)CC=CC=C1Cl" largest_force_ev_per_a=3.99 e_homo_ha=-0.1799 de_lowest_kj_mol=51.6 mol_weight_da=228.08
O 2.04 3.00 -1.32
S 0.81 2.48 -1.93
O 0.79 2.62 -3.37
O -0.44 2.98 -1.33
C 0.91 0.57 -1.48
Cl 2.32 0.16 -2.40
C 1.16 0.44 0.05
C 0.10 -0.40 0.66
C -0.96 -0.95 0.07
C -1.23 -0.71 -1.34
C -0.21 -0.12 -2.03
Cl -0.49 0.00 -3.72
H 1.21 1.45 0.34
H 2.18 -0.03 -0.02
H 0.31 -0.97 1.63
H -1.73 -1.17 0.79
H -1.88 -1.37 -1.86

=====

12
Properties=species:S:1:pos:R:3 method="wB97M-V/def2-TZVPD" total_energy_ha=-711.48451 charge=+1 largest_force_ev_per_a=1.52 e_homo_ha=-0.4139 de_lowest_kj_mol=207.9 mol_weight_da=141.29
O 1.77 -1.16 0.10
Li 2.65 -0.10 1.33
C 0.61 -0.73 -0.12
O 0.28 -0.54 -1.43
C -1.17 -0.72 -1.66
H -1.31 -1.75 -2.03
H -1.43 -0.05 -2.48
Mg -1.66 -0.19 0.36
C 0.38 0.75 1.62
O -0.76 1.32 1.39
Na 0.37 3.18 0.49
H 0.27 0.00 2.44

=====

19
Properties=species:S:1:pos:R:3 method="wB97M-V/def2-TZVPD" total_energy_ha=-198.88362 smiles=CCC.CC largest_force_ev_per_a=0.79 e_homo_ha=-0.4162 de_lowest_kj_mol=14.5 mol_weight_da=74.17
C 0.26 -1.33 1.56
C -0.82 -1.27 0.48
C -2.21 -1.50 1.07
H 0.14 -2.21 2.18
H 1.26 -1.27 1.14
H 0.22 -0.46 2.24
H -0.70 -0.35 -0.10
H -0.62 -2.06 -0.24
H -2.34 -1.00 2.03
H -2.97 -1.09 0.40
H -2.41 -2.57 1.18
C 1.64 1.30 -1.77
C 0.89 2.48 -1.18
H 1.54 1.21 -2.85
H 2.72 1.38 -1.64
H 1.31 0.35 -1.36
H 0.86 3.32 -1.89
H -0.16 2.25 -0.97
H 1.37 2.84 -0.28

=====

19
Properties=species:S:1:pos:R:3 method="wB97M-V/def2-TZVPD" total_energy_ha=-402.22233 largest_force_ev_per_a=2.22 e_homo_ha=-0.3097 de_lowest_kj_mol=409.1 mol_weight_da=117.15
C -1.67 0.06 -0.40
C -1.34 -1.33 -0.81
C -1.64 0.53 0.95
O -0.06 -0.86 -0.97
O -2.15 0.85 -1.38
H -2.11 1.78 -1.12
H -1.85 -1.61 -1.74
H -1.49 -2.06 -0.01
H -1.99 -0.19 1.68
H -0.39 0.69 1.23
H -2.06 1.52 1.11
C 2.67 -0.33 -0.25
C 1.58 0.59 0.14
N 1.07 0.73 1.32
H 1.44 0.07 2.00
H 1.20 1.25 -0.63
H 2.26 -1.00 -1.02
H 3.03 -0.92 0.59
H 3.50 0.22 -0.70

=====

56
Properties=species:S:1:pos:R:3 method="wB97M-V/def2-TZVPD" total_energy_ha=-1215.54376 smiles=COc1ccc(F)c(CN2CCN(CCc3ccccc3)[C@H](CCO)C2)c1 largest_force_ev_per_a=0.56 e_homo_ha=-0.2993 de_lowest_kj_mol=116.3 mol_weight_da=372.48
C 1.08 3.81 -0.21
O 1.31 3.74 1.18
C 1.70 2.56 1.73
C 1.91 2.57 3.11
C 2.31 1.43 3.76
C 2.49 0.26 3.03
F 2.87 -0.86 3.69
C 2.29 0.22 1.66
C 2.44 -1.06 0.87
N 1.15 -1.47 0.35
C 0.23 -1.83 1.42
C -1.03 -2.49 0.82
N -1.24 -2.21 -0.58
C -1.86 -0.96 -0.92
C -1.02 0.32 -0.73
C -1.75 1.52 -1.23
C -2.49 2.32 -0.36
C -3.18 3.42 -0.83
C -3.15 3.74 -2.18
C -2.42 2.95 -3.05
C -1.73 1.85 -2.58
C -0.10 -2.61 -1.40
C -0.33 -4.03 -1.95
C -1.55 -4.10 -2.86
O -1.84 -5.40 -3.30
C 1.23 -2.55 -0.61
C 1.90 1.39 1.02
H 1.98 3.57 -0.78
H 0.78 4.83 -0.41
H 0.27 3.14 -0.51
H 1.76 3.49 3.65
H 2.48 1.42 4.82
H 3.10 -0.87 0.02
H 2.90 -1.84 1.51
H -0.03 -0.92 1.97
H 0.70 -2.53 2.14
H -0.95 -3.58 0.93
H -1.92 -2.17 1.37
H -2.77 -0.87 -0.31
H -2.17 -1.02 -1.97
H -0.08 0.19 -1.27
H -0.78 0.44 0.33
H -2.51 2.07 0.69
H -3.75 4.03 -0.14
H -3.69 4.60 -2.54
H -2.40 3.19 -4.10
H -1.16 1.24 -3.27
H -0.04 -1.93 -2.25
H 0.56 -4.34 -2.50
H -0.47 -4.73 -1.12
H -2.44 -3.77 -2.30
H -1.41 -3.42 -3.72
H -1.06 -5.75 -3.75
H 2.05 -2.35 -1.31
H 1.43 -3.52 -0.13
H 1.74 1.34 -0.05

=====

16
Properties=species:S:1:pos:R:3 method="wB97M-V/def2-TZVPD" total_energy_ha=-325.80746 smiles="[H]/N=C(/C)O.C#CC" largest_force_ev_per_a=3.29 e_homo_ha=-0.3641 de_lowest_kj_mol=341.6 mol_weight_da=99.13
H 0.04 -0.28 -0.48
N -0.90 0.05 -0.55
C -1.68 -0.19 0.42
C -3.15 0.12 0.54
O -1.33 -1.08 1.46
H -3.32 -0.35 1.56
H -3.58 -0.55 -0.24
H -3.33 1.25 0.49
H -0.59 -1.56 1.22
C 2.22 0.63 0.99
C 2.45 0.38 -0.16
C 2.73 0.24 -1.55
H 2.05 0.87 2.06
H 3.51 0.91 -1.82
H 1.78 0.41 -2.05
H 3.10 -0.85 -1.88

=====

86
Properties=species:S:1:pos:R:3 method="wB97M-V/def2-TZVPD" total_energy_ha=-4491.23853 largest_force_ev_per_a=3.41 e_homo_ha=-0.2568 de_lowest_kj_mol=0.0 mol_weight_da=984.37
Ti -1.42 0.85 -0.28
O -3.91 2.92 6.29
C -3.47 3.72 5.47
O -3.33 4.93 5.64
C -3.02 3.20 4.12
C -2.79 4.09 3.03
C -2.59 3.56 1.77
N -2.41 2.26 1.56
C -2.55 1.40 2.60
C -2.91 1.86 3.87
C -2.30 -0.05 2.32
O -2.26 -0.87 3.22
O -2.16 -0.32 1.01
H -2.81 5.15 3.22
H -2.54 4.18 0.88
H -3.00 1.07 4.61
O 0.19 0.77 1.07
P 1.62 0.28 1.24
C 2.60 0.98 -0.13
P 1.78 0.46 -1.76
O 0.34 0.08 -1.53
C 1.99 1.73 -2.96
C 1.16 1.64 -4.09
C 1.30 2.49 -5.20
C 2.31 3.42 -5.22
C 3.18 3.52 -4.12
C 3.03 2.69 -3.01
C 2.76 -0.93 -2.32
C 2.10 -2.13 -2.66
C 2.85 -3.25 -2.99
C 4.26 -3.21 -2.95
C 4.93 -2.00 -2.65
C 4.18 -0.87 -2.31
C 1.74 -1.49 1.20
C 0.61 -2.30 0.96
C 0.74 -3.66 0.75
C 2.02 -4.21 0.77
C 3.16 -3.47 1.13
C 3.01 -2.12 1.37
C 2.19 0.83 2.82
C 1.30 0.74 3.88
C 1.68 1.04 5.19
C 2.99 1.45 5.42
C 3.93 1.52 4.39
C 3.56 1.16 3.09
H 3.67 0.67 -0.11
H 2.52 2.08 -0.06
H 0.39 0.87 -4.15
H 0.66 2.35 -6.06
H 2.43 4.13 -6.03
H 3.95 4.29 -4.11
H 3.76 2.79 -2.21
H 1.02 -2.20 -2.69
H 2.36 -4.17 -3.27
H 4.82 -4.11 -3.12
H 6.00 -1.93 -2.68
H 4.68 0.09 -2.16
H -0.37 -1.85 0.85
H -0.12 -4.30 0.53
H 2.17 -5.24 0.49
H 4.14 -3.92 1.22
H 3.86 -1.55 1.76
H 0.28 0.40 3.70
H 0.95 0.98 6.01
H 3.29 1.72 6.43
H 4.94 1.84 4.59
H 4.30 1.18 2.30
I -0.51 3.36 -1.34
O -8.01 -2.51 -1.03
N -7.07 -3.07 -1.54
O -7.05 -4.21 -2.00
C -5.82 -2.31 -1.67
C -5.80 -1.07 -1.10
C -4.56 -0.41 -1.10
C -3.36 -0.96 -1.61
O -2.19 -0.38 -1.58
C -3.50 -2.29 -2.12
C -4.75 -2.96 -2.21
N -2.31 -3.10 -2.45
O -2.51 -3.98 -3.29
O -1.26 -2.91 -1.85
N -4.54 0.97 -0.69
O -5.54 1.45 -0.14
O -3.43 1.65 -0.86
H -6.72 -0.58 -0.72
H -4.84 -3.94 -2.63

=====

122
Properties=species:S:1:pos:R:3 method="wB97M-V/def2-TZVPD" total_energy_ha=-3021.79364 charge=-1 largest_force_ev_per_a=0.92 e_homo_ha=-0.1470 de_lowest_kj_mol=0.0 mol_weight_da=1005.98
Y -0.32 0.93 0.16
C 9.92 0.52 -0.17
O 9.02 1.59 -0.07
C 7.67 1.31 -0.09
C 7.13 0.03 -0.23
C 5.76 -0.14 -0.22
C 4.90 0.94 -0.07
C 5.45 2.21 0.07
C 6.82 2.40 0.06
C 3.43 0.73 -0.06
C 2.75 0.98 -1.26
C 3.38 1.48 -2.46
C 2.42 1.52 -3.41
C 1.21 1.03 -2.79
N 1.44 0.74 -1.49
C 0.01 0.81 -3.48
C -1.12 0.17 -2.96
C -2.34 -0.07 -3.69
C -3.15 -0.78 -2.87
C -2.43 -0.96 -1.63
C -2.90 -1.68 -0.53
C -4.20 -2.38 -0.67
C -4.23 -3.75 -0.93
C -5.43 -4.43 -1.04
C -6.63 -3.74 -0.88
O -7.88 -4.31 -0.95
C -7.97 -5.69 -1.19
C -6.60 -2.37 -0.63
C -5.40 -1.70 -0.53
C -2.27 -1.79 0.71
N -1.07 -1.24 1.04
C -0.83 -1.59 2.33
C 0.34 -1.31 3.05
C 0.42 -1.84 4.43
C 0.22 -1.02 5.53
C 0.25 -1.53 6.81
C 0.49 -2.89 7.02
O 0.49 -3.31 8.33
C 0.71 -4.67 8.59
C 0.70 -3.72 5.93
C 0.66 -3.19 4.65
C 1.47 -0.66 2.53
C 2.73 -0.57 3.21
C 3.61 -0.04 2.32
C 2.87 0.21 1.11
N 1.57 -0.15 1.28
C -1.94 -2.35 2.86
C -2.83 -2.49 1.85
N -1.22 -0.36 -1.71
C -0.07 1.31 -4.88
C -0.20 2.67 -5.12
C -0.31 3.16 -6.40
C -0.28 2.29 -7.49
O -0.40 2.87 -8.73
C -0.36 2.04 -9.85
C -0.13 0.92 -7.26
C -0.04 0.45 -5.96
H 10.91 0.96 -0.10
H 9.83 -0.01 -1.13
H 9.79 -0.20 0.65
H 7.77 -0.83 -0.36
H 5.35 -1.13 -0.33
H 4.78 3.06 0.18
H 7.25 3.38 0.17
H 4.42 1.74 -2.55
H 2.52 1.82 -4.44
H -2.55 0.28 -4.68
H -4.14 -1.14 -3.06
H -3.30 -4.28 -1.05
H -5.42 -5.49 -1.24
H -9.04 -5.92 -1.18
H -7.47 -6.27 -0.41
H -7.55 -5.95 -2.17
H -7.54 -1.85 -0.51
H -5.39 -0.64 -0.33
H 0.01 0.03 5.38
H 0.09 -0.90 7.67
H 0.67 -4.78 9.67
H 1.69 -4.99 8.23
H -0.06 -5.30 8.14
H 0.89 -4.78 6.05
H 0.82 -3.84 3.80
H 2.91 -0.89 4.22
H 4.65 0.18 2.47
H -2.01 -2.73 3.86
H -3.78 -2.99 1.86
H -0.23 3.35 -4.28
H -0.42 4.21 -6.59
H -0.47 2.69 -10.71
H -1.19 1.31 -9.84
H 0.59 1.50 -9.93
H -0.09 0.22 -8.08
H 0.07 -0.62 -5.80
N 0.88 5.33 0.85
C 0.45 4.12 0.39
O 1.17 3.13 0.47
C -0.93 4.12 -0.21
C -1.22 2.83 -1.00
H 1.72 5.35 1.40
H 0.23 6.09 0.94
H -1.05 5.03 -0.82
H -1.64 4.20 0.63
H -0.77 2.97 -2.00
H -2.30 2.82 -1.18
O 1.51 -2.38 -1.34
H 0.82 -1.86 -1.77
H 1.68 -1.92 -0.51
C -3.80 1.20 1.08
C -2.88 1.98 1.96
C -3.24 2.98 2.84
C -2.06 3.36 3.51
C -1.05 2.57 3.00
C 0.38 2.53 3.44
N -1.53 1.74 2.03
H -4.78 1.67 1.04
H -3.93 0.18 1.47
H -3.40 1.13 0.06
H -4.22 3.39 2.98
H -1.97 4.11 4.28
H 0.65 3.44 3.97
H 1.06 2.40 2.60
H 0.55 1.69 4.12

=====

What did the fourth record say?
19
Properties=species:S:1:pos:R:3 method="wB97M-V/def2-TZVPD" total_energy_ha=-402.22233 largest_force_ev_per_a=2.22 e_homo_ha=-0.3097 de_lowest_kj_mol=409.1 mol_weight_da=117.15
C -1.67 0.06 -0.40
C -1.34 -1.33 -0.81
C -1.64 0.53 0.95
O -0.06 -0.86 -0.97
O -2.15 0.85 -1.38
H -2.11 1.78 -1.12
H -1.85 -1.61 -1.74
H -1.49 -2.06 -0.01
H -1.99 -0.19 1.68
H -0.39 0.69 1.23
H -2.06 1.52 1.11
C 2.67 -0.33 -0.25
C 1.58 0.59 0.14
N 1.07 0.73 1.32
H 1.44 0.07 2.00
H 1.20 1.25 -0.63
H 2.26 -1.00 -1.02
H 3.03 -0.92 0.59
H 3.50 0.22 -0.70